w) Formula: C2H3ClF2S
Source: OMol25
Level of theory: the ωB97M-V functional and the def2-TZVPD basis

Structure (XYZ):
```
9
C2H3ClF2S the ωB97M-V functional and the def2-TZVPD basis
C 0.193 1.383 -0.158
C -0.117 -1.446 -0.552
F -1.040 -1.635 -1.518
F 1.018 -2.054 -0.936
S 0.880 1.486 1.380
Cl -0.682 -2.028 0.999
H 0.868 1.392 -0.987
H -0.865 1.395 -0.315
H -0.254 1.508 2.086
```

Output
Kohn-Sham gap (spin up / spin down): 0.3414 / 0.2574 Ha



x) Formula: C2H3ClF2S
Source: OMol25
Level of theory: the ωB97M-V functional and the def2-TZVPD basis

Structure (XYZ):
```
9
C2H3ClF2S the ωB97M-V functional and the def2-TZVPD basis
C 1.446 0.368 -0.236
C -1.403 0.341 -0.135
F -1.754 1.012 0.976
F -2.159 0.714 -1.159
S 1.488 -1.344 -0.186
Cl -1.449 -1.367 0.122
H 1.582 0.850 -1.148
H 0.930 0.799 0.557
H 1.320 -1.373 1.208
```

Output
Kohn-Sham gap (spin up / spin down): 0.3394 / 0.2603 Ha



Energy ordering: w) at the bottom, the next structure 47.2 kJ/mol above.



w) Formula: C4H8NOP
Source: OMol25
Level of theory: the ωB97M-V functional and the def2-TZVPD basis

Structure (XYZ):
```
15
C4H8NOP the ωB97M-V functional and the def2-TZVPD basis
C 0.373 -1.427 0.519
C 0.361 -0.190 -0.199
C 1.542 0.266 -1.084
C -0.157 0.923 0.666
N -0.495 -1.127 -0.627
O -3.997 0.723 -0.240
P -3.387 -0.459 0.354
H 1.133 -2.093 0.158
H 0.041 -1.474 1.508
H 1.739 -0.417 -1.896
H 2.330 0.307 -0.334
H 1.360 1.283 -1.556
H -0.837 0.481 1.343
H -0.723 1.710 0.226
H 0.717 1.494 1.162
```

Output
Kohn-Sham gap (spin up / spin down): 0.3356 / 0.2289 Ha



x) Formula: C4H8NOP
Source: OMol25
Level of theory: the ωB97M-V functional and the def2-TZVPD basis

Structure (XYZ):
```
15
C4H8NOP the ωB97M-V functional and the def2-TZVPD basis
C 1.870 0.702 -0.059
C 1.432 1.407 -1.143
C 1.157 -0.117 0.963
C -0.154 -0.878 0.532
N -2.398 -0.652 -0.885
O -2.147 1.113 1.001
P -1.415 0.458 -0.021
H 3.043 0.689 0.100
H 1.613 2.195 -1.822
H 1.756 -0.978 1.321
H 0.893 0.522 1.837
H -0.097 -1.471 -0.349
H -0.619 -1.492 1.454
H -1.962 -1.339 -1.422
H -2.970 -0.158 -1.507
```

Output
Kohn-Sham gap (spin up / spin down): 0.2888 / 0.2951 Ha



Energy ordering: x) at the bottom, the next structure 53.9 kJ/mol above.



w) Formula: H58O29
Source: OMol25
Level of theory: the ωB97M-V functional and the def2-TZVPD basis

Structure (XYZ):
```
87
H58O29 the ωB97M-V functional and the def2-TZVPD basis
O -0.284 -0.273 0.473
H -0.242 -0.854 -0.287
H 0.237 0.490 0.221
O -3.467 -3.429 2.791
H -3.705 -2.954 1.995
H -4.219 -3.994 2.967
O 2.464 0.575 -0.046
H 2.649 1.416 -0.464
H 3.061 -0.041 -0.471
O -0.273 -2.670 -1.193
H -0.536 -2.331 -2.049
H -0.492 -3.602 -1.226
O 3.429 3.790 1.510
H 4.115 3.543 2.130
H 3.544 4.732 1.388
O 3.868 -3.771 1.035
H 3.220 -3.575 0.359
H 3.453 -4.441 1.579
O 3.320 4.432 -1.363
H 3.240 4.045 -0.491
H 3.422 5.370 -1.202
O -0.549 1.371 -2.783
H -0.103 1.689 -3.567
H -0.199 1.909 -2.073
O -1.908 2.536 2.435
H -2.158 1.661 2.138
H -2.684 2.866 2.888
O 4.748 -0.361 1.889
H 3.836 -0.584 2.079
H 4.944 0.368 2.477
O 1.923 -0.656 2.223
H 2.029 -0.382 1.312
H 1.657 0.140 2.684
O 3.905 2.186 -2.928
H 3.590 2.973 -2.484
H 3.298 2.062 -3.658
O -2.924 0.462 0.683
H -3.550 -0.255 0.580
H -2.078 0.028 0.795
O -3.898 2.490 -0.841
H -3.480 1.699 -0.500
H -4.274 2.221 -1.679
O 1.783 0.812 5.784
H 1.705 0.896 4.834
H 2.379 1.516 6.039
O -1.209 -2.185 3.672
H -0.531 -2.293 3.006
H -1.918 -2.762 3.389
O 1.650 -1.489 -3.788
H 1.182 -2.151 -4.296
H 2.049 -0.919 -4.445
O -0.991 5.020 3.069
H -1.813 5.508 3.119
H -1.257 4.100 3.081
O 0.916 1.610 3.143
H 1.124 2.532 3.295
H 0.026 1.620 2.790
O -0.445 3.329 -0.413
H -0.866 3.004 0.382
H -1.171 3.587 -0.981
O -4.527 -2.244 -2.474
H -4.545 -2.370 -3.423
H -3.754 -1.700 -2.319
O 0.960 -3.184 1.953
H 0.913 -2.906 1.038
H 1.526 -2.535 2.372
O 0.993 5.664 0.944
H 0.392 5.244 1.560
H 1.000 5.083 0.183
O -3.926 1.497 -3.408
H -3.049 1.203 -3.162
H -3.777 2.163 -4.079
O -0.416 -5.323 -0.698
H 0.495 -5.362 -0.409
H -0.861 -5.996 -0.183
O 2.321 -3.907 -1.200
H 1.384 -3.713 -1.218
H 2.475 -4.425 -1.990
O -1.476 -1.283 -3.375
H -1.394 -1.026 -4.294
H -1.129 -0.538 -2.886
O -4.253 -1.957 0.341
H -4.538 -2.249 -0.525
H -5.062 -1.874 0.845
O -0.047 -3.622 -4.798
H -0.568 -4.334 -5.168
H -0.680 -2.924 -4.627
```

Output
Kohn-Sham gap: 0.3213 Ha



x) Formula: H58O29
Source: OMol25
Level of theory: the ωB97M-V functional and the def2-TZVPD basis

Structure (XYZ):
```
87
H58O29 the ωB97M-V functional and the def2-TZVPD basis
O -4.064 -15.127 12.313
H -4.795 -15.523 12.812
H -3.277 -15.213 12.899
O -5.584 -18.817 13.101
H -4.953 -18.926 12.394
H -6.408 -18.454 12.737
O -7.031 -14.719 9.771
H -6.469 -13.984 9.978
H -7.567 -14.783 10.580
O -7.300 -19.101 15.547
H -7.994 -18.749 14.976
H -6.561 -19.311 14.967
O -6.867 -11.005 11.177
H -6.684 -10.076 11.416
H -6.176 -11.328 10.556
O -8.988 -12.874 15.821
H -8.030 -12.790 15.790
H -9.076 -13.810 16.038
O -12.915 -13.885 11.060
H -12.503 -13.721 11.918
H -13.532 -14.639 11.200
O -3.594 -15.018 7.614
H -4.160 -15.761 7.954
H -4.270 -14.410 7.372
O -10.598 -14.868 9.665
H -11.391 -14.498 10.064
H -9.952 -14.139 9.611
O -8.144 -14.594 12.124
H -9.010 -14.239 12.332
H -7.465 -13.987 12.516
O -10.463 -15.759 14.946
H -10.042 -16.505 14.508
H -11.357 -15.921 15.258
O -4.709 -13.825 16.234
H -4.480 -13.063 16.760
H -4.783 -13.537 15.320
O -5.130 -12.578 9.846
H -5.262 -12.953 8.973
H -4.185 -12.596 10.019
O -9.052 -12.374 9.351
H -9.503 -11.519 9.344
H -8.143 -12.233 9.702
O -10.040 -17.170 10.921
H -10.165 -16.361 10.425
H -9.489 -17.815 10.437
O -1.546 -15.721 14.034
H -1.415 -16.666 14.198
H -1.859 -15.412 14.889
O -2.666 -12.845 11.267
H -2.011 -12.974 10.543
H -3.057 -13.693 11.576
O -8.459 -17.348 13.413
H -7.774 -16.655 13.330
H -8.920 -17.260 12.557
O -3.467 -19.375 11.134
H -3.451 -19.919 10.321
H -2.629 -19.462 11.545
O -7.046 -15.299 6.195
H -6.478 -16.054 6.403
H -7.899 -15.644 6.536
O -6.305 -12.769 13.124
H -6.572 -12.008 12.584
H -5.585 -13.175 12.650
O -10.789 -13.437 13.224
H -10.647 -14.191 13.814
H -10.681 -12.716 13.839
O -6.037 -16.395 13.997
H -5.752 -17.311 13.856
H -6.427 -16.410 14.891
O -6.032 -12.970 7.318
H -6.311 -13.892 7.080
H -6.761 -12.462 6.958
O -5.397 -16.593 8.813
H -4.946 -17.317 9.262
H -5.793 -15.921 9.402
O -11.518 -11.213 8.174
H -10.970 -12.016 8.119
H -12.402 -11.554 8.325
O -8.210 -17.906 8.503
H -8.814 -17.559 7.854
H -7.384 -17.425 8.554
O -1.468 -12.916 8.137
H -2.085 -13.665 7.975
H -0.840 -13.079 7.419
O -9.754 -16.084 7.112
H -10.483 -15.803 6.537
H -9.953 -15.626 7.975
```

Output
Kohn-Sham gap: 0.3914 Ha



Energy ordering: x) at the bottom, the next structure 283.3 kJ/mol above.



w) Formula: C2H11N3
Source: OMol25
Level of theory: the ωB97M-V functional and the def2-TZVPD basis

Structure (XYZ):
```
16
C2H11N3 the ωB97M-V functional and the def2-TZVPD basis
C 1.617 -0.724 0.774
N 1.096 -0.313 -0.515
N 1.329 1.034 -0.723
H -0.545 -0.790 -1.050
H 1.930 1.183 -1.524
H 1.656 1.572 0.078
H 2.711 -0.624 0.816
H 1.371 -1.774 0.932
H 1.192 -0.137 1.607
C -1.786 0.730 -0.096
N -1.181 -0.589 -0.141
H -1.224 -1.153 0.691
H -2.330 -1.561 -0.609
H -0.989 1.472 -0.212
H -2.310 0.850 0.853
H -2.536 0.824 -0.880
```

Output
Kohn-Sham gap (spin up / spin down): 0.3130 / 0.2236 Ha



x) Formula: C2H11N3
Source: OMol25
Level of theory: the ωB97M-V functional and the def2-TZVPD basis

Structure (XYZ):
```
16
C2H11N3 the ωB97M-V functional and the def2-TZVPD basis
C 2.264 2.604 -0.625
N 2.643 2.209 0.736
H 1.821 3.602 -0.632
H 1.472 1.941 -0.986
H 3.069 2.603 -1.359
H 2.657 3.003 1.352
H 3.555 1.771 0.734
N -2.950 -2.029 -0.561
C -1.738 -2.494 0.036
N -1.093 -1.476 0.834
H -3.847 -2.439 -0.404
H -2.942 -1.151 -1.048
H -2.020 -3.352 0.645
H -1.016 -2.752 -0.739
H -0.168 -1.148 0.645
H -1.705 -0.890 1.372
```

Output
structure (SMILES): NCN.CN
Kohn-Sham gap: 0.3413 Ha



Energy ordering: x) at the bottom, the next structure 535.5 kJ/mol above.



w) Formula: C4H4OS
Source: OMol25
Level of theory: the ωB97M-V functional and the def2-TZVPD basis

Structure (XYZ):
```
10
C4H4OS the ωB97M-V functional and the def2-TZVPD basis
C 0.287 -0.061 0.081
C -0.690 -0.796 0.818
C -1.918 -0.640 0.172
C -1.703 0.175 -0.881
H 2.083 1.116 -0.627
H -0.488 -1.466 1.657
H -2.885 -0.982 0.530
H -2.359 0.566 -1.650
O -0.410 0.590 -0.916
S 1.942 0.248 0.392
```

Output
structure (SMILES): Sc1ccco1
Kohn-Sham gap: 0.3191 Ha



x) Formula: C4H4OS
Source: OMol25
Level of theory: the ωB97M-V functional and the def2-TZVPD basis

Structure (XYZ):
```
10
C4H4OS the ωB97M-V functional and the def2-TZVPD basis
C -2.150 -0.475 0.068
C -1.217 0.660 0.087
C 0.167 0.829 0.101
C 1.007 -0.316 0.074
H -1.837 -1.458 0.472
H -1.671 1.627 -0.122
H 0.598 1.843 -0.003
H 0.575 -1.198 0.146
O -3.305 -0.263 -0.169
S 2.621 -0.181 -0.070
```

Output
structure (SMILES): O=C/C=C\C=S
Kohn-Sham gap: 0.2760 Ha



y) Formula: C4H4OS
Source: OMol25
Level of theory: the ωB97M-V functional and the def2-TZVPD basis

Structure (XYZ):
```
10
C4H4OS the ωB97M-V functional and the def2-TZVPD basis
C -0.168 1.129 0.456
C 0.508 -0.358 -0.159
C 0.396 1.709 1.456
C -0.485 -1.160 -0.902
O 0.940 2.181 2.366
S 2.039 -0.746 0.096
H -1.066 1.429 -0.031
H -0.605 -2.122 -0.402
H -0.100 -1.379 -1.898
H -1.459 -0.683 -0.983
```

Output
structure (SMILES): CC(=S)C=C=O
Kohn-Sham gap: 0.3187 Ha



Energy ordering: w) at the bottom, the next structure 83.9 kJ/mol above.



w) Formula: C19H21N3O4
Source: OMol25
Level of theory: the ωB97M-V functional and the def2-TZVPD basis

Structure (XYZ):
```
47
C19H21N3O4 the ωB97M-V functional and the def2-TZVPD basis
C -5.867 -2.106 0.757
H -5.633 -3.167 0.620
O -5.165 -1.299 -0.156
C -3.804 -1.315 -0.127
C -3.032 -2.060 0.758
C -1.652 -1.989 0.699
C -1.017 -1.182 -0.236
C -1.788 -0.441 -1.129
C -3.162 -0.511 -1.070
H -3.769 0.058 -1.755
H -1.306 0.187 -1.858
N 0.384 -1.125 -0.213
C 1.205 -0.352 -0.942
O 0.885 0.402 -1.841
C 2.668 -0.375 -0.453
N 3.005 -1.477 0.406
C 3.534 -2.636 -0.076
O 3.546 -2.898 -1.257
C 4.052 -3.555 1.008
H 4.292 -4.522 0.575
H 3.311 -3.679 1.794
H 4.953 -3.128 1.443
H 3.186 -1.185 1.364
C 2.769 0.920 0.377
O 3.004 0.862 1.569
N 2.536 2.038 -0.325
H 2.187 1.899 -1.270
C 2.010 3.226 0.338
C 0.506 3.104 0.358
C -0.270 3.698 -0.627
C -1.635 3.471 -0.675
C -2.233 2.637 0.253
C -1.465 2.040 1.238
C -0.103 2.273 1.291
H 0.499 1.802 2.054
H -1.928 1.384 1.960
H -3.295 2.447 0.207
H -2.229 3.938 -1.446
H 0.197 4.338 -1.363
H 2.335 4.109 -0.214
H 2.422 3.246 1.348
H 3.318 -0.345 -1.334
H 0.835 -1.711 0.481
H -1.063 -2.570 1.395
H -3.489 -2.697 1.499
H -6.922 -1.942 0.544
H -5.659 -1.818 1.793
```

Output
structure (SMILES): COc1ccc(NC(=O)[C@H](NC(C)=O)C(=O)NCc2ccccc2)cc1
Kohn-Sham gap: 0.3201 Ha



x) Formula: C19H21N3O4
Source: OMol25
Level of theory: the ωB97M-V functional and the def2-TZVPD basis

Structure (XYZ):
```
47
C19H21N3O4 the ωB97M-V functional and the def2-TZVPD basis
C -9.425 -0.761 -0.992
H -9.065 -0.639 -2.019
O -8.455 -1.366 -0.173
C -7.264 -0.728 0.006
C -6.919 0.493 -0.560
C -5.675 1.044 -0.304
C -4.755 0.405 0.513
C -5.108 -0.817 1.073
C -6.343 -1.378 0.829
H -6.624 -2.323 1.265
H -4.408 -1.334 1.715
C -3.396 1.001 0.745
H -2.986 0.653 1.694
H -3.464 2.090 0.776
C -2.439 0.606 -0.396
C -1.121 1.314 -0.212
O -0.897 2.461 -0.552
N -0.193 0.609 0.485
H -0.183 -0.400 0.575
N 1.079 1.177 0.649
C 2.161 0.353 0.402
O 2.029 -0.849 0.327
N 3.340 1.050 0.356
C 4.634 0.556 0.211
C 4.918 -0.802 0.086
C 6.222 -1.226 -0.065
C 7.276 -0.313 -0.098
C 6.979 1.046 0.030
C 5.682 1.478 0.182
H 5.470 2.534 0.278
H 7.797 1.751 0.006
C 8.697 -0.699 -0.261
O 9.579 0.132 -0.278
C 8.999 -2.171 -0.407
H 8.490 -2.574 -1.280
H 10.072 -2.305 -0.522
H 8.662 -2.712 0.475
H 6.409 -2.284 -0.159
H 4.111 -1.516 0.109
H 3.278 2.054 0.455
H 1.049 2.142 0.328
H -2.304 -0.476 -0.410
H -2.869 0.926 -1.345
H -5.420 1.995 -0.749
H -7.606 1.025 -1.199
H -9.735 0.213 -0.598
H -10.278 -1.437 -0.989
```

Output
structure (SMILES): COc1ccc(CCC(=O)NNC(=O)Nc2ccc(C(C)=O)cc2)cc1
Kohn-Sham gap: 0.3256 Ha



Energy ordering: w) at the bottom, the next structure 120.6 kJ/mol above.



w) Formula: C4H9NO2
Source: OMol25
Level of theory: the ωB97M-V functional and the def2-TZVPD basis

Structure (XYZ):
```
16
C4H9NO2 the ωB97M-V functional and the def2-TZVPD basis
C -1.691 0.517 -1.343
N -0.997 0.698 -0.088
C 0.127 -0.313 0.044
C 0.639 -0.182 1.473
O 1.577 -1.214 1.718
C 1.265 0.011 -0.900
O 2.376 0.559 -0.562
H -2.363 1.361 -1.548
H -1.029 0.549 -2.199
H -2.237 -0.412 -1.450
H -1.670 0.352 0.617
H -0.306 -1.336 -0.032
H -0.173 -0.142 2.203
H 1.160 0.776 1.589
H 2.200 -0.910 2.390
H 1.122 -0.315 -1.913
```

Output
net charge: -1
Kohn-Sham gap (spin up / spin down): 0.1345 / 0.2612 Ha
spin multiplicity: 2



x) Formula: C4H9NO2
Source: OMol25
Level of theory: the ωB97M-V functional and the def2-TZVPD basis

Structure (XYZ):
```
16
C4H9NO2 the ωB97M-V functional and the def2-TZVPD basis
C 2.096 -1.346 -0.372
C 1.178 -0.766 -1.248
N 0.444 0.151 -0.545
C 1.001 0.295 0.689
C 2.034 -0.615 0.817
H 2.653 -2.194 -0.742
H 1.017 -0.986 -2.288
H -0.089 0.859 -1.044
H 0.637 0.934 1.475
H 2.448 -0.847 1.787
H -1.955 -0.391 0.433
H -2.596 -1.144 1.619
O -2.815 -0.663 0.788
H -2.462 1.578 -0.340
H -1.881 3.031 -0.355
O -1.709 2.105 -0.675
```

Output
net charge: -1
Kohn-Sham gap (spin up / spin down): 0.1046 / 0.3221 Ha
spin multiplicity: 2



Energy ordering: x) at the bottom, the next structure 86.8 kJ/mol above.



w) Formula: C2H11N3O2
Source: OMol25
Level of theory: the ωB97M-V functional and the def2-TZVPD basis

Structure (XYZ):
```
18
C2H11N3O2 the ωB97M-V functional and the def2-TZVPD basis
C -1.317 -1.449 -0.672
N 0.036 -1.118 -1.081
C 1.084 -1.360 -0.215
N 2.323 -1.050 -0.793
N 0.953 -1.994 0.880
H -1.938 -1.496 -1.561
H -1.339 -2.360 -0.092
H -1.702 -0.576 -0.124
H 0.246 -0.567 -1.882
H 3.159 -1.266 -0.280
H 2.463 -0.367 -1.504
H 1.862 -2.299 1.209
H -3.440 1.078 4.194
H -4.408 2.336 4.168
O -3.880 1.764 4.723
H 1.715 4.180 -1.957
H 1.993 3.173 -2.969
O 2.187 3.371 -2.045
```

Output
structure (SMILES): [H]/N=C(\N)NC.O.O
Kohn-Sham gap: 0.3343 Ha



x) Formula: C2H11N3O2
Source: OMol25
Level of theory: the ωB97M-V functional and the def2-TZVPD basis

Structure (XYZ):
```
18
C2H11N3O2 the ωB97M-V functional and the def2-TZVPD basis
C 2.143 -0.266 0.140
N 1.082 0.687 -0.049
C -0.139 0.346 -0.684
N -0.486 -1.027 -0.642
N -0.928 1.272 -1.005
H 2.074 -1.211 -0.417
H 3.097 0.056 -0.286
H 2.175 -0.581 1.189
H 1.426 1.556 -0.416
H 0.219 -1.642 -1.009
H -0.960 -1.288 0.190
H -1.809 0.894 -1.317
H -0.623 4.500 3.944
H -0.051 3.638 2.769
O -0.735 4.238 3.010
H -2.669 -4.312 -1.898
H -1.937 -3.003 -1.979
O -1.880 -3.855 -1.539
```

Output
structure (SMILES): [H]/N=C(\N)NC.O.O
Kohn-Sham gap: 0.3556 Ha



Energy ordering: w) at the bottom, the next structure 33.6 kJ/mol above.